(a)
Computed, not measured: 2 unconnected molecules or ions with the total composition C3H8FN2, with wB97M-V/def2-TZVPD.

charge: +1
LUMO energy (alpha / beta): -4.86 / -5.95 eV
gap between HOMO and LUMO (alpha / beta): 9.491 / 7.469 eV

XYZ file:
```
14
Properties=species:S:1:pos:R:3:lowdin_charge:R:1
C 0.01 0.35 0.06 -0.166
C -1.88 -1.27 0.06 0.012
C 2.76 0.65 -0.24 0.140
N -0.47 -0.82 0.00 -0.007
N -0.65 1.48 0.10 0.158
F 3.19 -0.54 0.23 0.009
H -2.13 -2.29 0.50 0.139
H -2.37 -0.38 0.41 0.066
H -2.08 -1.32 -1.00 0.095
H 2.69 1.58 0.37 0.103
H 2.63 0.53 -1.32 0.094
H 0.20 -1.50 0.13 0.114
H -0.26 2.36 0.35 0.116
H -1.62 1.15 0.35 0.126
```

(b)
Computed, not measured: 2 unconnected molecules or ions with the total composition C3H8FN2, with wB97M-V/def2-TZVPD.

charge: +1
LUMO energy: -3.91 eV
gap between HOMO and LUMO: 9.926 eV

XYZ file:
```
14
Properties=species:S:1:pos:R:3:lowdin_charge:R:1
C -0.91 -0.42 -1.56 -0.131
C -0.84 -0.68 1.35 -0.067
C -0.75 0.53 0.70 -0.214
N -1.11 -0.02 -2.79 0.171
N 0.35 1.29 0.67 0.161
F -0.65 -1.73 -1.46 0.044
H -1.76 -1.19 1.35 0.101
H -0.19 -1.51 1.16 0.113
H -0.62 -0.37 2.38 0.132
H -1.62 0.98 0.26 0.123
H -1.46 -0.68 -3.49 0.137
H 0.44 2.33 0.50 0.183
H -1.08 0.94 -3.04 0.112
H 1.11 0.77 1.09 0.134
```

Most stable one: (b), least stable one: (a).

(a)
Computed, not measured: a gas-phase ion, C5H8N3 (charge +1), with wB97M-V/def2-TZVPD.

charge: +1
LUMO energy (alpha / beta): -4.67 / -4.67 eV
SMILES: Cn1ccc(=[NH2+])cn1
gap between HOMO and LUMO (alpha / beta): 9.191 / 9.192 eV

XYZ file:
```
16
Properties=species:S:1:pos:R:3:lowdin_charge:R:1
C -2.64 -0.34 0.23 0.062
N -1.22 -0.12 -0.16 -0.136
C -0.66 1.12 -0.11 0.009
C 0.74 1.35 -0.09 0.121
C 1.51 -0.03 -0.03 -0.172
N 2.85 -0.09 0.17 0.198
C 0.78 -1.20 -0.26 -0.025
N -0.54 -1.22 -0.32 0.146
H -3.20 0.47 0.22 0.055
H -3.07 -0.97 -0.43 0.077
H -2.65 -0.79 1.19 0.110
H -1.39 1.86 -0.08 0.114
H 1.38 2.24 -0.28 0.128
H 3.45 0.69 0.14 0.118
H 3.38 -0.86 0.07 0.081
H 1.29 -2.10 -0.25 0.113
```

(b)
Computed, not measured: a gas-phase ion, C5H8N3 (charge +1), with wB97M-V/def2-TZVPD.

charge: +1
LUMO energy: -5.42 eV
SMILES: C=[NH+]C[C@@H]1C=CN=N1
gap between HOMO and LUMO: 7.814 eV

XYZ file:
```
16
Properties=species:S:1:pos:R:3:lowdin_charge:R:1
C -1.21 0.61 1.91 0.185
N -0.50 1.02 0.92 0.038
C 0.92 0.69 0.62 -0.065
C 1.10 -0.45 -0.47 -0.292
C 0.27 -0.23 -1.68 -0.022
C -0.66 -1.21 -1.73 -0.079
N -0.40 -2.01 -0.67 0.015
N 0.50 -1.65 0.10 0.050
H -2.32 0.92 1.97 0.154
H -0.86 0.17 2.85 0.134
H -0.98 1.66 0.20 0.214
H 1.40 0.23 1.47 0.127
H 1.32 1.63 0.14 0.155
H 2.20 -0.45 -0.69 0.183
H 0.38 0.58 -2.32 0.093
H -1.16 -1.50 -2.61 0.110
```

(c)
Computed, not measured: a gas-phase ion, C5H8N3 (charge +1), with wB97M-V/def2-TZVPD.

charge: +1
LUMO energy: -7.26 eV
SMILES: CC1=NC[C@@H]2C[N+]2=N1
gap between HOMO and LUMO: 7.708 eV

XYZ file:
```
16
Properties=species:S:1:pos:R:3:lowdin_charge:R:1
C -0.81 1.46 -2.09 -0.004
C -0.32 0.67 -0.97 -0.375
N -0.73 0.98 0.21 0.196
C -0.58 0.08 1.33 -0.118
C 0.04 -1.28 1.00 -0.165
C 1.50 -1.42 1.12 0.004
N 0.88 -1.08 -0.14 0.011
N 0.85 -0.08 -1.03 0.314
H -0.10 1.98 -2.70 0.086
H -1.50 2.35 -1.75 0.149
H -1.34 0.78 -2.69 0.079
H -1.51 0.06 1.87 0.132
H -0.03 0.74 2.13 0.177
H -0.67 -2.13 0.83 0.189
H 2.19 -0.74 1.71 0.163
H 2.11 -2.39 1.16 0.161
```

Most stable one: (a), least stable one: (c).

(a)
Computed, not measured: a molecular structure, C12H14NO2, with wB97M-V/def2-TZVPD.

⟨S²⟩: 2.04
charge: +1
LUMO energy (alpha / beta): -3.68 / -8.21 eV
2S+1: 3
gap between HOMO and LUMO (alpha / beta): 7.044 / 5.947 eV

XYZ file:
```
29
Properties=species:S:1:pos:R:3:mulliken_spin:R:1
C 2.94 2.37 2.10 0.297
C 3.43 1.51 1.14 0.516
C 1.57 2.48 2.34 0.147
C 2.61 0.80 0.23 -0.151
C 0.73 1.63 1.58 0.329
C 1.26 0.88 0.47 0.288
C -0.67 1.78 1.65 0.154
C 0.19 0.57 -0.48 0.083
C -2.57 -1.94 -0.06 0.004
C -1.86 -0.88 -2.28 0.000
C -0.34 -2.48 -1.06 0.000
C -1.38 -1.36 -0.89 0.009
N -0.67 -0.49 0.00 0.045
O -1.59 2.26 2.16 0.224
O -1.02 0.97 0.02 0.003
H 3.67 2.84 2.78 0.006
H 4.48 1.45 1.06 0.022
H 1.04 3.25 3.01 0.010
H 3.04 0.70 -0.76 0.003
H 0.14 0.60 -1.57 0.010
H -3.44 -1.20 -0.09 0.000
H -3.03 -2.82 -0.57 0.001
H -2.28 -2.13 0.98 0.000
H -2.74 -0.25 -2.24 0.000
H -2.16 -1.78 -3.01 0.001
H -1.16 -0.43 -2.98 0.001
H 0.41 -2.22 -1.87 0.000
H 0.19 -2.76 -0.09 0.000
H -0.81 -3.34 -1.56 0.000
```

(b)
Computed, not measured: a gas-phase ion, C12H14NO2 (charge +1), with wB97M-V/def2-TZVPD.

⟨S²⟩: 2.05
charge: +1
LUMO energy (alpha / beta): -2.67 / -6.15 eV
2S+1: 3
gap between HOMO and LUMO (alpha / beta): 6.574 / 6.517 eV

XYZ file:
```
29
Properties=species:S:1:pos:R:3:mulliken_spin:R:1
C 4.03 0.21 -0.03 0.225
C 3.58 -1.01 -0.50 -0.091
C 3.14 1.09 0.66 -0.078
C 2.23 -1.36 -0.30 0.220
C 1.78 0.86 0.70 0.155
C 1.31 -0.39 0.24 -0.013
C -2.27 -1.93 0.55 0.023
C -0.85 -1.83 0.62 0.554
C -3.02 -0.94 0.19 0.431
C -0.10 -0.72 0.46 0.399
C -2.65 0.50 -0.20 0.041
C -1.15 0.83 0.21 -0.019
N -0.62 1.61 -0.93 0.014
O -2.88 0.64 -1.54 0.019
O -1.10 1.64 1.30 0.005
H 5.06 0.57 -0.36 0.008
H 4.13 -1.85 -1.01 -0.002
H 3.55 1.96 1.24 -0.001
H 1.74 -2.15 -0.77 0.009
H 1.08 1.52 1.09 0.014
H -2.65 -2.89 0.68 0.015
H -0.28 -2.71 0.63 0.044
H -4.09 -1.18 -0.03 0.018
H -3.37 1.22 0.45 0.018
H -1.44 1.46 -1.54 0.001
H 0.18 1.05 -1.22 0.007
H -0.31 2.53 -0.79 0.003
H -3.41 -0.10 -1.87 -0.020
H -1.64 1.37 2.07 0.000
```

Most stable one: (b), least stable one: (a).

(a)
Computed, not measured: C5H5FO in the gas phase, with wB97M-V/def2-TZVPD.

charge: 0
LUMO energy: -0.09 eV
SMILES: C=C/C(C=O)=C/F
gap between HOMO and LUMO: 9.309 eV

XYZ file:
```
12
Properties=species:S:1:pos:R:3:lowdin_charge:R:1
C 2.02 0.26 -0.22 0.035
C 0.76 0.52 -0.65 -0.134
C -0.41 0.02 0.06 -0.240
C -0.50 -1.09 0.97 -0.257
O 0.46 -1.72 1.22 0.086
C -1.58 0.52 -0.26 0.013
F -2.73 -0.29 0.04 -0.092
H 2.67 0.98 -0.66 0.042
H 2.23 -0.36 0.77 0.117
H 0.77 1.26 -1.43 0.097
H -1.72 -1.38 1.13 0.191
H -1.97 1.27 -0.98 0.142
```

(b)
Computed, not measured: C5H5FO in the gas phase, with wB97M-V/def2-TZVPD.

charge: 0
LUMO energy: 1.01 eV
SMILES: F/C=C1\CC=CO1
gap between HOMO and LUMO: 9.287 eV

XYZ file:
```
12
Properties=species:S:1:pos:R:3:lowdin_charge:R:1
F -2.83 0.20 0.00 0.006
C -1.88 -0.77 0.00 -0.074
C -0.60 -0.41 0.00 -0.240
C -0.01 0.98 0.00 -0.102
C 1.46 0.65 0.00 -0.065
C 1.59 -0.67 0.00 -0.110
O 0.40 -1.37 0.00 -0.001
H -2.27 -1.75 -0.02 0.109
H -0.31 1.55 -0.88 0.124
H -0.31 1.52 0.89 0.124
H 2.29 1.37 -0.02 0.110
H 2.46 -1.31 0.02 0.119
```

Most stable one: (b), least stable one: (a).

(a)
Computed, not measured: 2 unconnected molecules or ions with the total composition ClHNO3P, with wB97M-V/def2-TZVPD.

charge: -2
LUMO energy: 6.56 eV
gap between HOMO and LUMO: 5.327 eV

XYZ file:
```
7
Properties=species:S:1:pos:R:3:lowdin_charge:R:1
N -0.39 -1.70 0.49 -0.781
O -0.72 2.03 0.05 -0.457
O 1.14 1.15 -1.50 -0.437
O 1.59 1.29 1.02 -0.483
P 0.57 1.27 -0.14 0.241
Cl -0.91 -2.94 -0.53 0.045
H -1.28 -1.09 0.60 -0.129
```

(b)
Computed, not measured: 2 unconnected molecules or ions with the total composition ClHNO3P, with wB97M-V/def2-TZVPD.

charge: -2
LUMO energy: 6.61 eV
gap between HOMO and LUMO: 5.536 eV

XYZ file:
```
7
Properties=species:S:1:pos:R:3:lowdin_charge:R:1
N -0.48 -0.38 -2.36 -0.731
O 0.19 2.08 1.48 -0.401
O 1.77 0.12 2.02 -0.413
O -0.65 -0.20 2.42 -0.406
P 0.41 0.67 1.87 0.197
Cl -1.72 -1.49 -2.97 -0.047
H 0.47 -0.79 -2.46 -0.198
```

Most stable one: (b), least stable one: (a).